Record 1
Molecular formula: C55H38ClF4N16O3RbSSe
Method: DFT, wB97M-V/def2-TZVPD

```
120
Properties=species:S:1:pos:R:3:forces:R:3
Rb -0.81493 -0.77588 0.26459 0.7 1.2 0.0
Cl -6.98754 -1.30110 -1.59744 -0.2 -0.1 0.0
C -5.51825 -0.37277 -1.40395 0.0 0.0 0.0
C -4.76019 -0.04911 -2.52968 0.0 0.0 0.1
C -3.61702 0.69590 -2.38241 0.0 0.0 0.0
C -3.16878 1.15176 -1.11227 -0.3 0.0 0.1
O -2.11893 1.88410 -0.98954 0.3 0.1 -0.2
C -3.95067 0.76990 0.02557 0.1 0.0 -0.5
C -3.54618 1.10620 1.37589 -0.1 0.2 0.4
N -2.51511 1.79076 1.64990 0.3 -0.1 -0.4
C -2.00536 2.19276 2.85304 -0.2 0.2 0.5
C -2.23772 3.47242 3.32461 -0.1 -0.2 -0.1
C -1.57170 3.96717 4.45669 0.2 0.0 0.2
C -0.66011 3.20170 5.13092 0.0 0.2 0.0
C -0.39208 1.88790 4.68787 -0.1 -0.2 -0.2
C 0.53164 1.03487 5.33061 0.0 0.0 0.0
C 0.71749 -0.23592 4.86732 0.1 0.1 0.1
C -0.00902 -0.65820 3.73623 -0.1 0.0 0.0
N -0.84454 0.11486 3.09322 -0.1 -0.2 0.1
C -1.06537 1.36551 3.55426 0.0 0.2 0.2
C -5.11967 0.02212 -0.15175 0.1 0.0 0.1
H -5.07825 -0.39007 -3.50637 0.0 0.0 0.0
H -3.01997 0.96958 -3.24416 0.0 0.0 0.0
H -4.20541 0.73316 2.16951 0.0 0.0 0.0
H -2.93874 4.10064 2.78935 0.0 0.0 0.0
H -1.77827 4.97724 4.79043 0.0 0.0 0.0
H -0.14056 3.58143 6.00262 0.0 0.0 0.0
H 1.08292 1.41082 6.18509 0.0 0.0 0.0
H 1.41450 -0.91105 5.34623 0.0 0.0 0.0
H 0.10140 -1.67140 3.35595 0.0 0.0 0.0
H -5.69174 -0.26672 0.72237 0.0 0.0 0.0
N 0.57813 2.67620 1.27903 0.0 -0.2 0.0
C 1.64191 1.93229 1.61350 0.1 0.0 0.1
N 2.64415 2.54170 2.25187 0.1 0.1 0.0
C 3.69419 1.76661 2.51825 -0.4 -0.1 -0.1
N 4.74954 2.32986 3.14791 0.2 0.1 0.0
N 3.75631 0.44814 2.26365 0.1 -0.1 0.1
C 2.68313 -0.05338 1.66913 0.0 0.4 0.1
N 1.61120 0.62534 1.29134 0.1 0.0 -0.2
C 2.65039 -1.53279 1.50069 0.2 -0.3 0.0
C 3.41910 -2.32301 2.35045 0.0 0.0 -0.1
C 3.31432 -3.69963 2.25129 0.0 0.0 0.0
C 2.46488 -4.23744 1.29928 0.1 0.0 0.1
C 1.75892 -3.36753 0.48130 0.0 -0.1 -0.2
N 1.83904 -2.04617 0.57587 0.0 0.1 0.1
H 0.51630 3.60350 1.65718 0.0 0.0 0.0
H -0.24091 2.23838 0.87682 0.0 0.2 0.0
H 4.81166 3.33083 3.07546 0.0 0.1 0.0
H 5.63072 1.84378 3.08810 -0.1 0.0 0.0
H 4.06913 -1.84308 3.06702 0.0 0.0 0.0
H 3.88642 -4.33902 2.91195 0.0 0.0 0.0
H 2.34849 -5.30694 1.19010 0.0 0.0 0.0
H 1.10465 -3.75227 -0.29515 0.0 0.0 0.0
N -7.44055 -6.62217 1.56242 0.0 0.1 0.1
C -6.30677 -5.79898 1.48497 0.1 0.1 0.0
C -5.15921 -6.10655 2.21574 -0.1 0.0 0.0
C -4.05921 -5.26621 2.18131 0.1 0.1 0.0
C -4.09884 -4.11539 1.41920 0.1 0.2 0.0
C -5.23362 -3.79608 0.69089 0.0 0.0 0.0
C -6.33405 -4.63326 0.71956 0.0 -0.1 0.0
S -2.73470 -2.96591 1.32190 -0.5 -0.4 0.0
O -1.59457 -3.50013 2.04363 -0.1 -0.2 0.1
O -3.25749 -1.72378 1.84913 -0.1 0.2 -0.2
N -2.40403 -2.72790 -0.23013 -0.8 -0.8 0.5
C -1.90944 -3.80018 -0.87938 0.1 -0.7 -0.3
N -2.13290 -5.04873 -0.38796 0.2 0.1 -0.1
C -1.61084 -6.06930 -1.03893 0.0 0.0 0.0
C -0.85903 -5.92748 -2.19286 0.0 0.0 0.0
C -0.69949 -4.61987 -2.63346 0.1 0.1 -0.1
N -1.20834 -3.56719 -2.01821 -0.1 0.2 0.3
H -7.24121 -7.58389 1.78256 0.0 0.0 -0.1
H -8.06916 -6.52941 0.78168 0.0 -0.1 0.0
H -5.13553 -7.01383 2.81040 0.0 0.0 0.0
H -3.15281 -5.49615 2.72734 0.0 0.0 0.0
H -5.23406 -2.89181 0.09378 -0.1 0.0 0.0
H -7.22181 -4.38786 0.14682 0.0 0.0 0.0
H -1.80621 -7.04971 -0.60747 0.0 0.0 0.0
H -0.42739 -6.76982 -2.71314 0.0 0.0 0.0
H -0.11816 -4.39962 -3.52518 0.0 0.0 0.0
F 3.54442 2.25036 -1.15840 -0.1 0.1 0.1
C 4.67694 1.52663 -1.14427 0.1 -0.2 -0.1
C 5.76904 2.06093 -0.50604 0.2 0.0 0.0
F 5.63942 3.30411 -0.01045 -0.1 0.1 0.1
C 6.99943 1.39836 -0.38061 -0.2 -0.2 -0.2
C 7.02509 0.17028 -1.06069 -0.1 0.2 0.1
C 5.93829 -0.34835 -1.73284 -0.2 0.2 0.0
F 6.10408 -1.52355 -2.35872 0.0 -0.2 -0.1
C 4.70062 0.29055 -1.78437 0.1 0.0 0.1
C 3.51694 -0.25055 -2.47418 0.1 0.0 0.1
C 2.42783 0.50479 -2.72277 -0.3 0.2 0.0
N 1.49197 1.17703 -3.00373 0.6 -0.3 -0.4
C 3.41499 -1.60839 -2.87815 -0.1 -0.2 -0.1
N 3.28631 -2.70178 -3.22396 0.0 0.0 0.0
F 8.15164 -0.56064 -1.06543 0.1 -0.1 0.0
C 8.10073 1.93032 0.37480 0.2 0.1 0.0
C 7.94752 3.00173 1.27455 -0.1 0.1 0.2
N 7.85970 3.85757 2.05311 0.0 -0.1 0.0
C 9.41225 1.41435 0.32320 0.2 0.0 -0.1
N 10.51563 1.06161 0.30772 0.0 0.0 0.0
C -0.51947 6.49036 -5.80298 0.0 -0.1 0.0
C -0.55218 5.28232 -4.90353 0.0 0.0 0.0
C -0.53166 5.41663 -3.52369 0.0 0.0 -0.1
C -0.47987 4.31379 -2.67759 0.0 -0.1 0.0
C -0.40499 4.52801 -1.19414 0.0 -0.1 0.0
C -0.45504 3.03359 -3.24299 -0.1 0.0 0.0
Se -0.19116 1.47529 -2.11299 -0.2 0.5 0.0
C -0.52248 2.87050 -4.63349 -0.1 -0.2 0.1
C -0.52904 1.51297 -5.28095 0.0 0.1 0.1
C -0.56578 4.00288 -5.43812 0.0 0.1 0.0
H -0.70741 7.40323 -5.23822 0.0 0.0 0.0
H -1.26501 6.40979 -6.59593 0.0 0.0 0.0
H 0.46128 6.58092 -6.27519 0.0 0.0 0.0
H -0.53406 6.40948 -3.08546 0.0 0.0 0.0
H -0.59149 5.57290 -0.94221 0.0 0.0 0.0
H 0.58781 4.24975 -0.83674 0.0 0.0 0.1
H -1.12875 3.89637 -0.68072 0.0 0.0 0.0
H -1.09149 0.80210 -4.67586 0.0 -0.1 -0.1
H 0.48877 1.12739 -5.35310 0.0 0.0 0.0
H -0.95603 1.56243 -6.28274 0.0 0.0 0.0
H -0.60881 3.88117 -6.51643 0.0 0.0 0.0
```
Forces are in eV/Å.

## Properties
**Relative energy (zero: lowest compared OMol25 entry of this formula, charge and spin)**: 0.727 eV
**LUMO**: 0.12377 Eh
**Frontier orbital gap**: 5.7 eV
**Total charge**: -2
**Strongest force on any atom**: 1.4 eV/A

Mulliken atomic charge list, values in e, 4 entries: 1.39 -0.27 0.60 -1.01

Record 2
Molecular formula: C13H40O17P4
Method: DFT, wB97M-V/def2-TZVPD

```
74
Properties=species:S:1:pos:R:3:forces:R:3
C -0.86532 0.89523 0.21731 -1.1 0.2 -1.0
O -1.26654 1.74274 1.27328 0.7 -0.4 1.0
H -1.26612 -0.11767 0.25620 -0.2 0.0 0.4
H -1.34940 1.40779 -0.61399 0.6 -0.6 -0.9
H 0.21418 0.78844 0.11069 0.0 0.3 -0.1
H -0.41220 2.03388 1.60031 -0.2 0.7 0.6
C -0.20566 0.63872 -4.30958 -0.4 0.2 0.1
O 0.35774 -0.69619 -4.23127 0.2 0.0 0.3
P 0.96944 -1.26694 -2.89638 1.4 -0.6 0.7
O 0.05604 -1.33325 -1.69667 1.8 0.0 -1.9
O 1.58018 -2.69240 -3.47352 -0.7 3.2 0.4
C 1.79249 -3.74034 -2.57305 -1.7 -1.7 0.4
O 2.38674 -0.42362 -2.68918 -3.6 -0.8 -2.4
C 3.16693 -0.54880 -1.55860 -0.3 0.5 1.3
H -0.40930 1.03242 -3.31378 0.5 0.2 0.0
H -1.18702 0.65204 -4.78377 0.1 -0.6 -0.2
H 0.44551 1.25135 -4.93308 0.1 0.0 0.4
H 1.03088 -4.42996 -2.93702 0.6 -1.1 0.1
H 1.43396 -3.59982 -1.55334 0.5 0.7 0.2
H 2.79872 -4.15938 -2.57719 -0.1 0.3 -0.2
H 2.81334 -1.32963 -0.88526 0.5 -0.6 -0.2
H 2.92956 0.35707 -1.00077 1.0 0.3 0.3
H 4.18304 -0.64720 -1.94061 0.1 0.0 0.8
C 3.11764 -6.56718 2.92819 1.0 0.6 0.2
O 1.82992 -5.92393 2.89182 -0.6 0.8 -1.2
P 1.44235 -5.03241 1.57115 -0.1 1.4 -0.7
O 2.57099 -4.28473 0.93603 -0.9 -1.2 1.0
O 0.65459 -5.96969 0.53144 0.9 0.1 0.0
C 1.33121 -7.12030 -0.02347 -0.9 -0.4 0.5
O 0.19987 -4.09996 2.02189 0.9 -0.6 -0.4
C -0.35360 -3.13949 1.07207 0.0 1.0 -0.2
H 3.78356 -6.15108 2.17221 -0.3 -0.4 -0.6
H 3.04851 -7.65495 2.93588 -0.3 0.1 -0.4
H 3.69467 -6.29928 3.81327 -0.7 0.2 0.5
H 0.85505 -7.92353 0.53885 0.6 -0.5 -0.2
H 2.41704 -7.11836 0.07169 -0.1 0.2 0.2
H 1.08832 -7.27491 -1.07475 -0.2 0.5 0.0
H -0.00956 -2.12294 1.26273 0.3 -0.1 0.7
H -1.43927 -3.08606 1.15310 0.1 -0.6 0.2
H -0.09574 -3.20568 0.01509 0.2 -1.0 0.1
C -4.72765 0.87137 -3.75944 0.3 0.2 -1.0
O -4.77033 2.30847 -3.97321 0.8 -0.2 0.4
P -3.42570 3.15715 -3.70773 -0.1 0.1 0.2
O -2.35376 3.03938 -4.75394 -1.8 0.1 2.0
O -4.10732 4.64173 -3.52865 1.3 -2.7 1.1
C -4.44612 5.31673 -4.68552 -0.2 1.8 -1.8
O -3.00654 2.64975 -2.22192 0.8 0.8 -0.9
C -3.49591 3.09757 -0.94127 -1.5 0.8 -0.2
H -3.76206 0.45407 -4.04508 0.2 0.2 0.0
H -5.44027 0.49403 -4.49285 -0.2 -0.3 0.5
H -4.90820 0.57667 -2.72568 -0.4 0.3 -0.1
H -4.08712 6.34006 -4.57598 0.0 0.1 0.0
H -5.51527 5.38095 -4.88775 -0.2 -0.3 0.5
H -3.99419 4.94558 -5.60536 0.3 -0.4 0.2
H -4.16031 3.93998 -1.13366 -0.3 -0.1 0.1
H -2.81353 3.49590 -0.19042 1.0 -0.5 -0.7
H -4.05687 2.29257 -0.46653 0.1 -0.1 -0.2
C 2.08055 0.98959 5.10753 -0.1 -2.9 2.1
O 2.25582 1.64846 3.91736 -1.5 2.5 -2.0
P 1.31060 2.93546 3.63539 -0.1 2.5 4.8
O 1.03698 3.32352 2.26597 0.0 -0.8 -0.7
O 2.04569 4.19089 4.49423 -0.5 -1.5 -0.7
C 3.28088 4.70278 3.98174 0.2 -0.7 -0.8
O 0.01518 2.80309 4.71945 1.8 -0.1 -1.5
C -0.59758 3.98976 5.24200 -1.5 0.9 -0.2
H 1.92406 1.55085 6.02873 0.3 0.6 -0.4
H 2.91852 0.30215 5.22287 0.3 0.4 0.1
H 1.24517 0.29054 5.06769 -0.4 0.2 -0.3
H 4.01423 4.97885 4.73943 -0.6 0.1 0.5
H 3.09637 5.54313 3.31252 0.0 -0.1 0.0
H 3.75840 3.88367 3.44402 0.3 0.2 -0.4
H -1.68316 3.92919 5.31905 -0.3 -1.2 -0.7
H -0.51697 4.86348 4.59532 0.8 -0.1 0.1
H -0.44634 4.23262 6.29379 1.5 -0.2 -0.1
```
Forces are in eV/Å.

## Properties
**Relative energy (zero: lowest compared OMol25 entry of this formula, charge and spin)**: 1.519 eV
**LUMO**: 0.02387 Eh
**Frontier orbital gap**: 10.1 eV
**Structure (SMILES)**: COP(=O)(OC)OC.COP(=O)(OC)OC.COP(=O)(OC)OC.COP(=O)(OC)OC.CO
**Strongest force on any atom**: 5.4 eV/A

Mulliken atomic charge list, values in e, 4 entries: 0.13 -0.54 0.22 -0.24

| no. | E_HOMO (eV) |
| --- | --- |
| 1 | -2.2827 |
| 2 | -9.4438 |